10 unconnected molecules or ions with the total composition C46H94BClFNO29Si in a non-equilibrium geometry. Source: the Open Molecules 2025 dataset; level of theory: the ωB97M-V functional and the def2-TZVPD basis.

ORCA input file:
```
! RIJCOSX wB97M-V def2-TZVPD def2/J DEFGRID3
* xyz 0 1
C -3.628 -1.164 2.341
B -3.308 -2.378 1.289
O -4.345 -3.126 0.607
Si -1.378 -2.712 0.985
F -0.596 -2.626 2.532
C -1.004 -4.443 0.277
C -1.674 -4.734 -1.162
C -2.134 -6.277 -1.141
Cl -0.663 -7.403 -1.032
C -0.727 -1.249 -0.058
C -0.051 -1.659 -1.458
C 1.220 -0.719 -1.768
C 2.545 -1.534 -1.327
N 2.399 -1.815 0.128
C 3.636 -1.689 0.866
C 3.928 -2.849 1.936
O 4.437 -0.749 0.751
H -3.838 -0.200 1.785
H -4.455 -1.498 3.038
H -2.677 -0.974 2.952
H -4.176 -2.947 -0.344
H 0.119 -4.660 0.231
H -1.454 -5.219 0.989
H -0.818 -4.675 -1.915
H -2.528 -4.039 -1.413
H -2.787 -6.491 -0.230
H -2.668 -6.584 -2.093
H -1.548 -0.492 -0.318
H 0.006 -0.665 0.602
H 0.281 -2.744 -1.488
H -0.867 -1.521 -2.248
H 1.251 -0.455 -2.875
H 1.092 0.229 -1.161
H 3.436 -0.893 -1.590
H 2.513 -2.500 -1.924
H 1.918 -2.697 0.319
H 3.967 -3.818 1.351
H 4.871 -2.640 2.517
H 3.022 -2.898 2.631
C 7.435 -9.156 1.894
C 7.991 -7.745 1.872
O 6.982 -6.782 2.208
C 6.677 -6.700 3.508
O 7.169 -7.346 4.398
O 5.703 -5.788 3.648
C 5.208 -5.675 4.982
H 6.553 -9.231 1.253
H 8.185 -9.871 1.553
H 7.122 -9.444 2.900
H 8.326 -7.504 0.862
H 8.855 -7.641 2.533
H 6.017 -5.489 5.691
H 4.658 -6.577 5.253
H 4.522 -4.828 5.012
C 11.202 -12.875 6.593
C 10.813 -12.171 7.879
O 10.890 -10.748 7.737
C 9.882 -10.181 7.058
O 8.938 -10.754 6.577
O 10.119 -8.864 6.987
C 9.166 -8.149 6.197
H 12.185 -12.540 6.255
H 11.225 -13.957 6.737
H 10.496 -12.652 5.790
H 11.517 -12.443 8.668
H 9.818 -12.469 8.218
H 8.148 -8.339 6.535
H 9.279 -8.416 5.147
H 9.373 -7.084 6.308
C 3.696 3.062 0.122
C 2.810 4.130 0.732
O 2.693 5.271 -0.132
C 1.878 5.109 -1.180
O 1.256 4.114 -1.447
O 1.895 6.244 -1.901
C 1.142 6.165 -3.110
H 4.668 3.479 -0.153
H 3.848 2.240 0.823
H 3.256 2.655 -0.791
H 3.260 4.488 1.660
H 1.822 3.737 0.983
H 0.118 5.841 -2.920
H 1.636 5.490 -3.812
H 1.112 7.161 -3.551
C -4.842 6.140 3.688
C -5.039 4.636 3.703
O -4.808 4.067 2.407
C -3.523 3.949 2.049
O -2.567 4.265 2.708
O -3.486 3.438 0.807
C -2.173 3.353 0.257
H -5.460 6.600 2.912
H -5.105 6.572 4.655
H -3.806 6.402 3.466
H -6.075 4.409 3.963
H -4.406 4.153 4.452
H -1.500 2.805 0.919
H -1.786 4.353 0.056
H -2.241 2.812 -0.688
C -5.797 1.501 0.261
C -6.169 2.715 -0.571
O -7.083 2.362 -1.620
C -8.352 2.167 -1.239
O -8.784 2.266 -0.119
O -9.061 1.815 -2.324
C -10.418 1.477 -2.039
H -5.416 0.699 -0.379
H -5.038 1.757 0.997
H -6.664 1.100 0.790
H -5.273 3.108 -1.054
H -6.580 3.518 0.046
H -10.919 2.276 -1.492
H -10.458 0.542 -1.478
H -10.931 1.334 -2.990
C 1.920 8.646 -0.755
C 1.534 9.342 0.536
O 1.595 10.770 0.400
C 0.578 11.329 -0.266
O -0.365 10.751 -0.744
O 0.802 12.651 -0.332
C -0.163 13.359 -1.109
H 2.898 8.992 -1.100
H 1.955 7.566 -0.615
H 1.206 8.864 -1.553
H 2.246 9.074 1.318
H 0.544 9.032 0.881
H -1.177 13.155 -0.764
H -0.055 13.098 -2.164
H 0.034 14.425 -0.993
C 2.532 -9.761 -6.817
C 3.754 -9.824 -5.921
O 3.688 -8.842 -4.880
C 2.862 -9.134 -3.866
O 2.193 -10.130 -3.756
O 2.889 -8.109 -3.001
C 1.969 -8.247 -1.916
H 2.392 -8.749 -7.204
H 2.634 -10.452 -7.657
H 1.624 -10.020 -6.269
H 4.646 -9.595 -6.508
H 3.894 -10.823 -5.498
H 2.110 -9.196 -1.395
H 0.946 -8.156 -2.282
H 2.159 -7.437 -1.211
C -4.826 1.629 -4.157
C -5.388 2.946 -4.657
O -4.414 3.994 -4.557
C -3.459 3.979 -5.495
O -3.356 3.185 -6.394
O -2.612 4.991 -5.244
C -1.485 5.021 -6.117
H -4.430 1.742 -3.144
H -5.597 0.857 -4.153
H -4.001 1.286 -4.785
H -6.231 3.241 -4.029
H -5.761 2.863 -5.681
H -1.792 5.023 -7.164
H -0.832 4.172 -5.908
H -0.932 5.940 -5.919
C -6.762 7.268 -1.773
C -7.674 7.407 -0.569
O -7.199 8.418 0.330
C -7.425 9.682 -0.054
O -7.985 10.031 -1.061
O -6.894 10.497 0.871
C -6.977 11.880 0.532
H -5.731 7.097 -1.457
H -7.083 6.438 -2.406
H -6.762 8.177 -2.378
H -7.678 6.470 -0.008
H -8.706 7.610 -0.865
H -8.002 12.172 0.301
H -6.316 12.097 -0.309
H -6.640 12.454 1.395
*
```

The value obtained for the HOMO-LUMO gap is 9.3825 eV. Its SMILES is CB(O)[Si@@](F)(CCCCl)CCCCNC(C)=O.CCOC(=O)OC.CCOC(=O)OC.CCOC(=O)OC.CCOC(=O)OC.CCOC(=O)OC.CCOC(=O)OC.CCOC(=O)OC.CCOC(=O)OC.CCOC(=O)OC.

Löwdin atomic charge list, values in e, 8 entries: C -0.06; B -0.41; O 0.01; Si 0.63; F -0.23; C -0.28; C -0.28; C -0.50


A molecular structure, C24H47Be2FN3NaO12PSi2 in a non-equilibrium geometry. Source: the Open Molecules 2025 dataset; level of theory: the ωB97M-V functional and the def2-TZVPD basis.

ORCA input file:
```
! RIJCOSX wB97M-V def2-TZVPD def2/J DEFGRID3
* xyz -1 1
C 2.749 2.965 2.285
C 1.424 2.314 1.934
O 0.464 2.431 3.017
C 0.015 3.726 3.077
C -1.291 3.855 3.832
C -1.412 5.308 4.296
C -2.836 5.669 4.741
C -3.822 5.734 3.564
Si -3.324 7.015 2.300
O -2.926 6.282 0.801
Si -4.231 5.379 0.179
C -4.103 3.549 0.599
C -5.518 3.010 0.868
C -5.476 1.610 1.450
O -6.775 1.034 1.393
C -7.276 0.702 2.669
H 3.141 2.487 3.182
H 3.442 2.862 1.452
H 2.643 4.036 2.456
H 1.043 2.779 1.027
H 1.603 1.261 1.726
H 0.768 4.386 3.534
H -0.161 4.141 2.064
H -2.118 3.531 3.211
H -1.186 3.241 4.722
H -0.762 5.419 5.159
H -0.958 5.983 3.508
H -3.168 4.860 5.389
H -2.850 6.559 5.364
H -3.974 4.734 3.171
H -4.801 6.032 3.942
H -4.312 8.100 2.147
H -2.060 7.623 2.743
H -5.520 5.942 0.643
H -4.272 5.460 -1.308
H -3.467 3.491 1.481
H -3.604 3.000 -0.193
H -6.071 3.023 -0.064
H -5.988 3.665 1.600
H -4.782 1.018 0.857
H -5.168 1.644 2.491
H -8.177 0.110 2.570
H -6.557 0.097 3.223
H -7.482 1.606 3.247
F 3.040 3.220 -0.377
O -0.793 7.250 -1.331
H -1.432 6.971 -0.666
H 0.004 7.474 -0.814
Be -0.879 6.773 -3.581
O 3.600 -0.678 -1.267
P 2.232 -0.962 -0.663
O 1.846 -2.432 -0.811
O 1.204 -0.129 -1.423
O 2.238 -0.609 0.822
C 5.039 -4.395 -2.004
O 4.314 -3.541 -1.564
N 4.591 -5.633 -2.343
C 5.442 -6.680 -2.864
C 3.174 -5.867 -2.155
H 6.126 -4.251 -2.168
H 5.093 -6.978 -3.851
H 5.409 -7.548 -2.199
H 6.470 -6.326 -2.937
H 2.603 -5.153 -2.752
H 2.917 -5.715 -1.105
H 2.919 -6.883 -2.455
Be -0.170 6.374 1.875
Na -2.675 7.673 -1.288
N 0.893 -6.707 0.752
C 0.987 -5.402 1.163
C 1.173 -5.408 2.519
C 1.196 -6.766 2.942
C 1.025 -7.544 1.829
H 0.753 -7.001 -0.196
H 0.918 -4.585 0.461
H 1.283 -4.534 3.138
H 1.327 -7.129 3.949
H 0.986 -8.613 1.709
N 3.915 -8.909 -4.768
C 2.666 -9.364 -4.703
C 2.065 -10.113 -5.702
C 2.802 -10.404 -6.837
C 4.103 -9.938 -6.925
C 4.608 -9.199 -5.866
H 2.124 -9.109 -3.798
H 1.046 -10.458 -5.593
H 2.370 -10.986 -7.642
H 4.714 -10.141 -7.794
H 5.623 -8.816 -5.890
C 2.655 7.798 -5.281
O 3.308 7.748 -6.320
O 1.449 7.427 -5.177
O 3.096 8.237 -4.183
*
```

The energy above the lowest of the compared OMol25 structures with the same formula, charge and spin comes out at 0.0 kJ/mol. The value obtained for the HOMO-LUMO gap is 2.1014 eV.

Löwdin atomic charge list, values in e, 8 entries: C -0.09; C -0.23; O -0.11; C -0.35; C -0.16; C -0.25; C -0.25; C -0.29


C4H8F4N2 in the gas phase in a non-equilibrium geometry. Source: the Open Molecules 2025 dataset; level of theory: the ωB97M-V functional and the def2-TZVPD basis.

ORCA input file:
```
! RIJCOSX wB97M-V def2-TZVPD def2/J DEFGRID3
* xyz 0 1
C 0.464 1.527 -1.004
C -0.037 -1.027 -0.962
C 0.471 0.234 -0.195
C 1.911 0.077 0.353
N -0.342 -0.803 1.866
N -0.402 0.316 1.094
F 0.941 -1.333 -1.909
F 2.064 0.769 1.487
F 2.827 0.623 -0.535
F 2.454 -1.148 0.626
H 0.909 2.396 -0.420
H 0.982 1.254 -1.991
H -0.582 1.776 -1.198
H -0.982 -0.919 -1.304
H 0.112 -1.859 -0.329
H -0.573 -1.661 1.342
H 0.629 -0.775 2.229
H -1.430 0.457 0.920
*
```

The energy above the lowest of the compared OMol25 structures with the same formula, charge and spin comes out at 0.0 kJ/mol. The value obtained for the HOMO-LUMO gap is 10.0154 eV. Its SMILES is C[C@](CF)(NN)C(F)(F)F.

Löwdin atomic charge list, values in e, 8 entries: C -0.02; C -0.11; C -0.36; C -0.53; N -0.03; N -0.10; F -0.03; F 0.14


C3H5NO2 in the gas phase in a non-equilibrium geometry. Source: the Open Molecules 2025 dataset; level of theory: the ωB97M-V functional and the def2-TZVPD basis.

ORCA input file:
```
! RIJCOSX wB97M-V def2-TZVPD def2/J DEFGRID3
* xyz 0 1
C -0.833 1.148 0.958
N -0.279 1.207 -0.281
C 0.834 0.300 -0.601
C 0.446 -1.179 -0.487
O 0.395 -1.956 -1.389
O -0.552 0.393 1.854
H -1.649 1.897 1.062
H -0.625 1.897 -0.913
H 1.599 0.512 0.143
H 1.120 0.454 -1.639
H 0.118 -1.465 0.525
*
```

The energy above the lowest of the compared OMol25 structures with the same formula, charge and spin comes out at 103.7 kJ/mol. The value obtained for the HOMO-LUMO gap is 10.2959 eV. Its SMILES is O=CCNC=O.

Löwdin atomic charge list, values in e, 8 entries: C -0.38; N 0.03; C -0.12; C -0.25; O 0.07; O 0.03; H 0.13; H 0.13


C5H6N2 in the gas phase in a non-equilibrium geometry. Source: the Open Molecules 2025 dataset; level of theory: the ωB97M-V functional and the def2-TZVPD basis.

ORCA input file:
```
! RIJCOSX wB97M-V def2-TZVPD def2/J DEFGRID3
* xyz 0 1
N -1.183 -1.015 -1.116
C -2.224 -0.834 -1.652
C -0.745 -0.627 0.185
C 0.699 -0.904 0.486
C 0.844 0.593 0.685
C 0.396 1.361 -0.486
N -0.622 0.852 0.431
H -1.494 -0.969 0.902
H 1.191 -1.336 -0.383
H 0.821 -1.530 1.362
H 1.389 1.034 1.512
H 0.418 0.933 -1.483
H 0.510 2.443 -0.443
*
```

The energy above the lowest of the compared OMol25 structures with the same formula, charge and spin comes out at 351.7 kJ/mol. The value obtained for the HOMO-LUMO gap is 10.5402 eV.

Löwdin atomic charge list, values in e, 8 entries: N 0.00; C 0.08; C -0.39; C -0.09; C -0.22; C -0.12; N 0.02; H 0.15


10 unconnected molecules or ions with the total composition C15H30N10O10 in a non-equilibrium geometry. Source: the Open Molecules 2025 dataset; level of theory: the ωB97M-V functional and the def2-TZVPD basis.

ORCA input file:
```
! RIJCOSX wB97M-V def2-TZVPD def2/J DEFGRID3
* xyz 0 1
C 7.074 14.101 13.412
N 6.928 13.122 14.530
O 7.736 13.197 15.455
O 6.066 12.273 14.489
H 7.666 13.733 12.539
H 7.616 14.920 13.909
H 6.041 14.393 13.134
C 9.982 7.172 12.561
N 9.711 6.635 11.239
O 8.880 7.308 10.570
O 10.354 5.664 10.876
H 10.871 6.644 12.798
H 9.082 6.969 13.211
H 9.978 8.231 12.306
C 13.179 7.034 9.413
N 12.228 8.069 9.003
O 12.320 8.440 7.857
O 11.394 8.381 9.778
H 13.945 7.008 8.720
H 12.601 6.112 9.223
H 13.381 7.121 10.443
C 14.034 11.010 13.253
N 13.433 10.052 12.250
O 13.937 9.955 11.175
O 12.422 9.453 12.659
H 13.533 10.747 14.174
H 13.826 12.029 12.887
H 15.131 10.798 13.200
C 11.436 14.032 14.132
N 12.026 14.554 12.853
O 13.116 14.120 12.533
O 11.428 15.447 12.253
H 12.281 13.539 14.611
H 10.611 13.383 13.886
H 10.948 14.807 14.657
C 5.594 8.947 12.372
C 6.406 8.098 13.244
N 6.964 7.352 13.937
H 4.566 8.504 12.251
H 5.978 9.014 11.375
H 5.424 9.861 12.935
C 8.716 8.436 7.372
C 7.769 8.970 8.399
N 7.115 9.384 9.266
H 8.338 8.736 6.409
H 8.727 7.276 7.319
H 9.649 8.929 7.504
C 9.076 10.032 15.827
C 10.319 10.789 16.069
N 11.259 11.473 16.121
H 9.213 9.579 14.851
H 8.253 10.748 15.698
H 8.846 9.247 16.520
C 12.294 8.827 17.855
C 11.805 8.075 16.741
N 11.364 7.630 15.768
H 12.874 8.178 18.504
H 11.563 9.425 18.430
H 13.065 9.459 17.407
C 10.028 11.271 10.172
C 9.606 11.285 11.536
N 9.258 11.440 12.609
H 9.775 12.194 9.673
H 9.526 10.441 9.670
H 11.094 11.164 10.005
*
```

The energy above the lowest of the compared OMol25 structures with the same formula, charge and spin comes out at 0.0 kJ/mol. The value obtained for the HOMO-LUMO gap is 10.7216 eV. Its SMILES is C[N+](=O)[O-].C[N+](=O)[O-].C[N+](=O)[O-].C[N+](=O)[O-].C[N+](=O)[O-].CC#N.CC#N.CC#N.CC#N.CC#N.

Löwdin atomic charge list, values in e, 8 entries: C 0.04; N -0.44; O 0.03; O 0.05; H 0.09; H 0.10; H 0.10; C 0.01